Entry 1:
Here is a single CHF3N2O molecule from the OMol25 dataset. Energies are from the ωB97M-V functional and the def2-TZVPD basis.

Each atom is followed by the atoms it is bonded to, with distances in Å.
Geometry (Å):
1 C 1.27600 -0.42434 -0.02192  N2 1.396, O4 1.206, H8 1.103
2 N 0.05771 0.25222 -0.10586  C1 1.396, N3 1.249, F5 1.545
3 N -1.08916 -0.23861 -0.16720  N2 1.249, F6 1.423, F7 1.497
4 O 1.33684 -1.58052 0.31624  C1 1.206
5 F 0.29708 1.76471 0.09910  N2 1.545
6 F -2.10344 0.19416 -1.06631  N3 1.423
7 F -1.82676 -0.31021 1.13388  N3 1.497
8 H 2.05174 0.34259 -0.18794  C1 1.103

As for the multiplicity: 1. The calculation puts the calculated total energy at -14225.71075 eV. As for the LUMO energy: -0.03389 Eh. For the max |F|, the calculation gives 0.07059 Eh/bohr. For the relative energy (zero: lowest compared OMol25 entry of this formula, charge and spin), the calculation gives 126.54 kcal/mol. The value obtained for the gap between HOMO and LUMO is 11.16 eV. As for the SMILES: O=CN(F)N(F)F.

Mulliken atomic charge list, values in e, 2 entries: number 1, C, carries 0.186; number 2, N, carries 0.397

---

Entry 2:
Here is a gas-phase ion, CHF3N3 (charge +1) from the OMol25 dataset. Energies are from the ωB97M-V functional and the def2-TZVPD basis.

Each atom is followed by the atoms it is bonded to, with distances in Å.
Geometry (Å):
1 C -0.90639 -0.59446 0.49402  N2 1.330, N3 1.310, F5 1.327
2 N 0.17542 -1.05944 1.11254  C1 1.330, F7 1.319
3 N -0.58835 0.02990 -0.61311  C1 1.310, N4 1.205
4 N 0.40138 0.64378 -0.92356  N3 1.205, F6 1.395, H8 1.030
5 F -2.22212 -0.76887 0.47825  C1 1.327
6 F 1.20084 1.37852 -0.04769  N4 1.395
7 F 1.11377 -0.16407 1.35507  N2 1.319
8 H 0.82545 0.53464 -1.85552  N4 1.030

As for the multiplicity: 1. The calculation puts the calculated total energy at -13658.73523 eV. As for the LUMO energy (spin up / spin down): -0.30737 / -0.30643 Eh. For the max |F|, the calculation gives 0.08880 Eh/bohr. For the relative energy (zero: lowest compared OMol25 entry of this formula, charge and spin), the calculation gives 63.61 kcal/mol. The value obtained for the gap between HOMO and LUMO (spin up / spin down) is 8.80 / 8.41 eV. As for the SMILES: F/N=C(F)\N=[NH+]/F. The net charge is +1.

Mulliken atomic charge list, values in e, 2 entries: number 1, C, carries 0.639; number 2, N, carries -0.077

---

- Which value of multiplicity does entry 1 give?
  1